[1]
C56H112O14 | wB97M-V/def2-TZVPD

Frontier orbital gap   7.33 eV
Relative energy (zero: lowest compared OMol25 entry of this formula, charge and spin)   9854.4 kJ/mol

ORCA input file:
```
! wB97M-V def2-TZVPD RIJCOSX def2/J DEFGRID3
* xyz 0 1
C 1.5787 -3.0787 3.2190
C 2.2952 -2.2105 4.2646
C 1.9817 -0.7780 3.8218
O 1.0242 -0.8579 2.7882
C 1.2286 -2.1145 2.1165
H 0.6924 -3.5496 3.6443
H 2.2778 -3.8253 2.8423
H 3.3638 -2.4249 4.2484
H 1.9298 -2.3560 5.2812
H 2.8901 -0.3608 3.3870
H 1.5936 -0.1137 4.5939
H 1.9939 -2.0034 1.3483
H 0.3252 -2.3562 1.5565
C -0.0232 -4.1205 -3.7396
C -0.3919 -3.6124 -2.3921
C -0.4106 -2.0877 -2.5321
O -0.6983 -1.8933 -3.9550
C -0.3779 -3.0571 -4.7700
H -0.5404 -5.0563 -3.9513
H 1.0362 -4.3768 -3.7463
H 0.2741 -3.8898 -1.5750
H -1.4318 -3.8961 -2.2300
H 0.5699 -1.6865 -2.2757
H -1.1486 -1.6105 -1.8873
H 0.5018 -2.8055 -5.3623
H -1.2593 -3.3757 -5.3266
C 0.2596 0.1171 -5.6116
C -0.0696 1.5408 -6.0094
C -1.5711 1.6313 -5.5922
O -1.5325 0.9119 -4.3752
C -0.5922 -0.1935 -4.4191
H 1.3056 -0.1241 -5.4220
H -0.0077 -0.5771 -6.4083
H 0.1790 1.7663 -7.0465
H 0.5067 2.2122 -5.3729
H -2.1755 1.1412 -6.3554
H -1.8511 2.6755 -5.4537
H -1.1803 -1.0696 -4.6921
H -0.1127 -0.4015 -3.4626
C -1.4536 2.6285 -3.1347
C -1.0120 3.4357 -1.8925
C -2.0578 2.8626 -0.9168
O -2.0450 1.4837 -1.1666
C -1.9796 1.2790 -2.5653
H -0.6700 2.3934 -3.8549
H -2.2674 3.1606 -3.6274
H -0.9867 4.5177 -2.0213
H -0.0144 3.1683 -1.5438
H -3.0866 3.2088 -1.0156
H -1.8152 3.0983 0.1194
H -2.9108 1.0017 -3.0594
H -1.3311 0.4267 -2.7684
C -3.6309 -2.6242 -1.9574
C -2.9594 -1.2793 -2.1097
C -2.3065 -1.0825 -0.7482
O -3.2832 -1.6075 0.1837
C -4.1270 -2.5999 -0.4621
H -2.9856 -3.4873 -2.1208
H -4.4312 -2.6624 -2.6964
H -3.8006 -0.5891 -2.0462
H -2.3885 -1.0628 -3.0126
H -2.0646 -0.0525 -0.4859
H -1.3829 -1.6511 -0.6401
H -5.1447 -2.2101 -0.4831
H -4.1552 -3.5943 -0.0166
C -3.9617 1.3747 1.9784
C -3.4586 2.0815 3.2209
C -1.9329 2.0225 3.0315
O -1.6764 1.4793 1.7574
C -2.8313 1.5953 0.9807
H -4.8452 1.8380 1.5392
H -4.1234 0.3167 2.1850
H -3.7276 1.6099 4.1660
H -3.7147 3.1339 3.3430
H -1.4714 1.3036 3.7085
H -1.4482 2.9856 3.1920
H -2.8453 0.9082 0.1347
H -2.8606 2.5897 0.5350
C 2.5341 1.4984 0.6787
C 2.4653 0.4024 1.7123
C 3.8376 -0.2934 1.5526
O 4.0590 -0.2224 0.1254
C 3.2860 0.8507 -0.4695
H 3.1562 2.3313 1.0063
H 1.6459 1.8865 0.1802
H 1.7371 -0.3592 1.4331
H 2.2759 0.8582 2.6841
H 3.7578 -1.3179 1.9161
H 4.6091 0.2193 2.1270
H 2.5604 0.5005 -1.2037
H 3.8794 1.6270 -0.9525
C 1.1088 4.9451 0.7099
C 1.0903 3.4688 0.9706
C -0.3723 3.1778 1.3339
O -1.0682 4.0832 0.4709
C -0.2588 5.2195 0.1025
H 1.9199 5.2623 0.0545
H 1.2004 5.4598 1.6663
H 1.8146 3.2338 1.7504
H 1.3560 2.9436 0.0532
H -0.5592 3.4091 2.3825
H -0.6143 2.1242 1.1945
H -0.6931 6.1222 0.5322
H -0.2206 5.2124 -0.9868
C 0.7796 0.9966 3.8811
C 0.3581 2.1320 2.9570
C 0.5648 3.4006 3.7074
O 0.7227 3.0049 5.0547
C 0.6243 1.5960 5.2578
H 1.8259 0.7722 3.6735
H 0.2728 0.0320 3.8524
H -0.6969 1.9537 2.7486
H 0.9141 2.1295 2.0195
H -0.2436 4.1226 3.5932
H 1.5395 3.8233 3.4637
H -0.3330 1.3368 5.7100
H 1.4338 1.2803 5.9159
C -1.0368 -2.1748 4.3633
C -1.1450 -1.6254 3.0039
C -1.4937 -0.2087 3.2771
O -1.2632 0.0192 4.6413
C -0.5555 -1.0924 5.1864
H -0.3264 -2.9961 4.4580
H -1.9586 -2.6293 4.7263
H -1.8539 -2.0474 2.2916
H -0.2229 -1.7072 2.4284
H -2.5375 0.0272 3.0700
H -0.9341 0.4380 2.6013
H -0.6131 -1.2019 6.2694
H 0.4516 -0.7689 4.9234
C 2.2095 -1.7929 -1.4172
C 2.9563 -3.0662 -1.8357
C 2.5889 -4.1237 -0.7535
O 2.3293 -3.3647 0.3874
C 2.0225 -1.9594 0.0950
H 1.2069 -1.7065 -1.8360
H 2.7740 -0.8914 -1.6556
H 4.0383 -2.9543 -1.7670
H 2.8444 -3.3684 -2.8770
H 3.3464 -4.8695 -0.5124
H 1.6687 -4.6291 -1.0466
H 2.7885 -1.3008 0.5043
H 1.0461 -1.6781 0.4896
C 1.8523 2.6219 -3.4643
C 2.9124 3.5811 -3.0704
C 3.5620 3.0276 -1.7820
O 2.4365 2.2894 -1.2516
C 1.3381 2.1483 -2.1284
H 2.3471 1.8040 -3.9881
H 1.0584 2.9905 -4.1140
H 2.5538 4.5836 -2.8369
H 3.6073 3.8836 -3.8538
H 3.8062 3.8009 -1.0537
H 4.3472 2.3009 -1.9910
H 0.5260 2.7945 -1.7953
H 0.8379 1.1810 -2.1747
C 0.1631 1.0612 -0.8171
C -0.3042 0.7998 0.5754
C -0.3532 -0.7423 0.6732
O 0.1453 -1.2527 -0.6373
C -0.1168 -0.2324 -1.5954
H 1.2289 1.2787 -0.8871
H -0.2952 1.9272 -1.2946
H -1.2420 1.3067 0.8026
H 0.4152 1.1812 1.3000
H -1.3690 -1.1283 0.7585
H 0.2638 -1.1228 1.4872
H -1.1264 -0.3449 -1.9905
H 0.5086 -0.3039 -2.4853
C -0.7374 -3.2997 -0.0631
C 0.3500 -4.0731 0.6739
C -0.5111 -4.9795 1.6214
O -1.8253 -4.4133 1.6257
C -1.8423 -3.1626 0.9765
H -1.0559 -3.8621 -0.9409
H -0.3302 -2.3611 -0.4389
H 0.9825 -3.4840 1.3380
H 0.9759 -4.6033 -0.0440
H -0.0087 -4.9844 2.5887
H -0.5829 -5.9961 1.2350
H -1.5469 -2.4174 1.7151
H -2.8161 -2.8825 0.5747
*
```

[2]
C56H112O23 | wB97M-V/def2-TZVPD

Frontier orbital gap   9.76 eV
Relative energy (zero: lowest compared OMol25 entry of this formula, charge and spin)   495.7 kJ/mol

ORCA input file:
```
! wB97M-V def2-TZVPD RIJCOSX def2/J DEFGRID3
* xyz 0 1
C -17.9561 -20.1347 6.1528
O -17.3506 -18.8225 6.0926
C -16.4171 -18.5263 6.9580
O -15.8317 -19.2964 7.7865
O -16.1798 -17.1658 6.8620
C -15.3560 -16.4876 7.8224
H -18.6579 -20.2917 5.3338
H -18.6456 -20.2054 6.9940
H -17.3717 -21.0546 6.1340
H -15.9706 -16.3780 8.7159
H -15.1799 -15.4743 7.4614
H -14.4120 -16.9846 8.0457
C -18.3249 -10.6947 6.3318
O -17.7579 -11.7125 7.0896
C -16.8772 -11.4881 8.0161
O -16.2443 -10.4115 8.2334
O -16.5752 -12.6595 8.5132
C -15.4375 -12.9239 9.3237
H -17.5030 -10.0570 6.0063
H -18.9419 -10.0242 6.9299
H -18.7075 -11.0608 5.3790
H -15.5405 -12.3811 10.2633
H -14.5870 -12.4687 8.8162
H -15.2342 -13.9893 9.4315
C -13.7784 -26.5685 7.7371
O -14.7247 -25.6451 8.3472
C -14.3748 -24.3881 8.6163
O -13.2258 -23.9520 8.4574
O -15.3984 -23.6907 9.0231
C -15.4354 -22.2341 9.0688
H -13.2411 -26.0704 6.9301
H -14.2048 -27.4911 7.3432
H -13.0880 -26.8446 8.5341
H -15.0925 -21.8632 8.1028
H -14.8380 -21.9659 9.9402
H -16.4250 -21.8511 9.3178
C -15.3824 -13.3271 5.3486
O -15.2280 -11.9390 5.1662
C -14.2266 -11.4916 4.3978
O -13.3898 -12.1838 3.8498
O -14.2539 -10.1695 4.1980
C -14.9600 -9.1666 4.9913
H -15.3464 -13.9135 4.4305
H -16.2781 -13.6458 5.8818
H -14.5459 -13.7059 5.9359
H -15.3626 -9.6483 5.8824
H -15.7532 -8.7801 4.3513
H -14.3960 -8.2909 5.3124
C -17.1790 -17.4644 3.2667
C -17.5717 -17.1392 1.8197
C -18.0884 -15.7577 2.0547
O -17.3414 -15.1870 3.1062
C -16.5098 -16.1604 3.7412
H -16.5323 -18.3385 3.3425
H -18.1099 -17.7004 3.7823
H -18.3855 -17.7690 1.4602
H -16.6667 -17.2322 1.2193
H -19.1563 -15.8351 2.2588
H -18.0073 -15.1840 1.1314
H -16.6022 -16.0446 4.8210
H -15.5162 -15.9566 3.3419
C -18.2350 -19.0871 12.5988
C -18.3472 -19.8034 11.2579
C -18.8560 -18.7332 10.3163
O -18.7984 -17.5150 11.0737
C -17.8461 -17.6659 12.1182
H -17.4416 -19.5412 13.1924
H -19.1478 -19.0287 13.1917
H -19.0777 -20.6113 11.2168
H -17.4252 -20.2434 10.8778
H -19.9178 -18.8194 10.0854
H -18.2464 -18.7841 9.4141
H -17.8723 -16.8528 12.8437
H -16.7870 -17.7552 11.8762
C -22.8972 -19.2657 3.4845
C -21.9648 -18.4838 4.4114
C -21.1388 -17.6085 3.4856
O -20.9425 -18.4982 2.4290
C -22.0200 -19.3653 2.2470
H -23.8179 -18.7382 3.2356
H -23.1344 -20.2266 3.9411
H -21.3409 -19.2479 4.8750
H -22.4694 -17.8788 5.1646
H -20.1695 -17.2827 3.8632
H -21.7868 -16.8183 3.1064
H -21.7657 -20.4113 2.0756
H -22.4638 -18.9078 1.3628
C -11.6875 -14.6531 10.9546
C -11.8579 -15.1289 9.4969
C -11.6298 -13.8332 8.6860
O -11.6204 -12.8047 9.6965
C -12.0998 -13.1817 10.9443
H -10.6498 -14.7409 11.2765
H -12.2859 -15.2955 11.6006
H -12.8446 -15.5660 9.3438
H -11.0797 -15.8779 9.3504
H -12.4256 -13.7037 7.9524
H -10.6675 -13.9907 8.1989
H -13.1622 -12.9456 11.0053
H -11.5345 -12.7100 11.7481
C -11.5851 -20.6458 9.9496
C -12.4544 -19.6520 9.3322
C -13.1612 -19.0119 10.5397
O -13.1363 -19.9489 11.6233
C -12.1991 -21.0005 11.2775
H -10.6203 -20.1716 10.1294
H -11.4440 -21.5320 9.3307
H -13.1834 -20.2374 8.7719
H -11.8792 -18.9280 8.7549
H -14.1925 -18.7314 10.3255
H -12.5605 -18.1298 10.7614
H -12.6644 -21.9633 11.0663
H -11.4752 -20.9502 12.0908
C -20.2757 -16.3630 8.0059
C -19.2603 -15.2861 7.6096
C -19.5034 -15.0630 6.0664
O -20.7700 -15.5945 5.8893
C -21.4031 -15.9012 7.1373
H -20.6276 -16.3733 9.0375
H -19.9296 -17.3782 7.8116
H -18.2466 -15.6371 7.8028
H -19.3835 -14.3576 8.1670
H -18.8238 -15.6518 5.4502
H -19.4903 -14.0317 5.7139
H -22.1224 -16.7145 7.0406
H -21.8975 -15.0148 7.5348
C -11.9666 -16.9373 4.0482
C -11.3200 -17.5225 5.2836
C -12.3094 -17.0379 6.3191
O -12.8932 -15.8526 5.8198
C -12.3655 -15.5944 4.5228
H -12.8571 -17.4163 3.6413
H -11.2377 -16.8929 3.2390
H -10.3240 -17.1431 5.5118
H -11.3287 -18.6122 5.2580
H -11.7347 -16.7829 7.2095
H -13.0048 -17.8323 6.5901
H -11.4687 -14.9756 4.4919
H -13.1335 -15.1257 3.9074
C -23.1884 -19.7157 7.8578
C -23.2149 -18.6212 8.9071
C -23.0678 -19.5176 10.1652
O -22.0602 -20.4038 9.6799
C -21.9802 -20.5438 8.2366
H -22.9895 -19.3819 6.8394
H -24.1620 -20.2020 7.7964
H -24.1793 -18.1135 8.9281
H -22.4526 -17.8516 8.7856
H -23.9817 -20.0985 10.2890
H -22.7830 -18.9756 11.0670
H -22.0496 -21.5662 7.8651
H -21.0618 -20.0152 7.9811
C -19.1633 -24.3299 9.2780
C -19.3502 -24.2490 7.7506
C -18.8489 -22.8766 7.4711
O -19.1541 -22.2045 8.6839
C -19.8023 -23.0055 9.6595
H -18.1081 -24.4804 9.5065
H -19.7462 -25.1698 9.6560
H -20.4109 -24.3388 7.5160
H -18.8672 -25.0324 7.1665
H -19.3842 -22.4370 6.6296
H -17.7688 -22.9071 7.3276
H -20.8901 -23.0154 9.5906
H -19.5867 -22.7205 10.6893
C -16.1007 -25.3648 5.1289
C -15.0112 -24.3540 4.9920
C -15.6152 -22.9586 4.9131
O -16.9669 -23.2747 4.8346
C -17.2054 -24.6215 4.3844
H -16.5068 -25.3798 6.1403
H -15.8682 -26.3430 4.7081
H -14.4173 -24.5682 4.1034
H -14.2998 -24.4139 5.8157
H -15.1903 -22.4184 4.0671
H -15.2684 -22.3997 5.7823
H -17.1004 -24.7315 3.3051
H -18.2164 -24.8868 4.6936
C -20.6973 -23.3275 3.1707
C -21.2976 -24.2300 4.2367
C -22.1010 -23.2070 4.9880
O -21.3862 -21.9451 4.8349
C -20.3300 -22.0130 3.8472
H -21.3696 -23.2249 2.3189
H -19.8395 -23.7898 2.6821
H -20.5213 -24.6628 4.8677
H -21.9597 -25.0234 3.8899
H -22.2084 -23.5286 6.0239
H -23.0615 -23.1067 4.4825
H -19.3798 -22.0905 4.3756
H -20.3544 -21.1312 3.2069
*
```

Q: Look up the relative energy (zero: lowest compared OMol25 entry of this formula, charge and spin) of the first one.
A: 9854.4 kJ/mol

Q: Which value of relative energy (zero: lowest compared OMol25 entry of this formula, charge and spin) does entry 1 give?
A: 9854.4 kJ/mol

Q: relative energy (zero: lowest compared OMol25 entry of this formula, charge and spin) of number 2 (C56H112O23)?
A: 495.7 kJ/mol